1.
C11H13N3 in the gas phase at a distorted geometry, computed with ωB97M-V with the def2-TZVPD basis set.

Orbital gap (alpha / beta)   0.29572 / 0.25685 Ha
Energy above the lowest of the compared OMol25 structures with the same formula, charge and spin   345.2 kJ/mol
F_max   1.6 eV Å⁻¹
LUMO (alpha / beta)   0.00055 / -0.02109 Ha

Each line ends with the Mulliken charge.
Positions of all 27 atoms, in Å:
H1 -2.9594 2.3122 -0.3451  0.379
C1 -1.5833 0.1962 0.6873  -0.944
C2 2.4739 1.4071 0.0750  -0.655
H2 4.8030 -1.0209 0.4353  0.384
C3 3.6721 0.8121 0.3684  -0.516
C4 2.7990 -1.3195 -0.2476  -0.717
N1 0.2052 1.2810 -0.5867  -0.497
H3 2.9087 -2.3829 -0.4034  0.405
H4 -2.4364 -2.7868 -0.2384  0.336
H5 4.4895 1.4196 0.7315  0.359
H6 -1.6190 3.0281 -1.2612  0.361
H7 2.3479 2.4722 0.1895  0.454
C5 -1.0175 1.4555 0.0919  0.403
H8 -1.1285 -2.9151 0.9370  0.264
C6 -1.9368 -2.2739 0.5795  -1.268
H9 0.8455 -1.8586 -2.0414  0.280
N2 -0.6901 -1.1140 -1.1077  -0.886
H10 -2.6382 -2.1023 1.3888  0.365
H11 -2.2219 1.4208 -1.6867  0.337
C7 1.5541 -0.7427 -0.4735  0.241
C8 -2.0273 2.1032 -0.8632  -1.415
N3 0.5724 -1.4178 -1.1650  0.292
H12 -2.2195 0.2792 1.5537  0.374
C9 -1.3577 -0.9713 0.0942  1.038
H13 -0.8275 2.1600 0.9241  0.363
C10 3.8496 -0.5641 0.2170  -0.441
C11 1.3140 0.6667 -0.2678  0.704

***

2.
C35H36ClNO3S in the gas phase, computed with ωB97M-V with the def2-TZVPD basis set.

Structure (SMILES)   CC(C)(O)c1ccccc1CC[C@@H](SCC1(CC(=O)O)CC1)c1cccc(/C=C/c2ccc3ccc(Cl)cc3n2)c1
Orbital gap   0.28225 Ha
Energy above the lowest of the compared OMol25 structures with the same formula, charge and spin   0.0 kJ/mol
F_max   0.8 eV Å⁻¹
LUMO   -0.01620 Ha

Each line ends with the Mulliken charge.
Positions of all 77 atoms, in Å:
C1 -1.3648 -3.0754 2.0891  -1.336
H1 -2.1677 -3.8066 2.0030  0.382
C2 -0.1407 -4.4196 0.2467  -0.496
C3 3.6703 3.8675 1.2195  -0.654
C4 0.0750 -5.1533 1.5371  -0.834
C5 3.5878 0.4406 -0.4778  -0.544
H2 4.4261 0.1167 -1.1007  0.738
H3 5.9345 0.8755 0.5402  0.456
C6 0.0010 -2.5777 -3.0649  -0.556
C7 -5.1498 2.1433 -0.3593  0.990
C8 1.1279 -2.8006 1.8824  -0.614
C9 -4.9004 0.7474 -0.2639  0.100
N1 -3.7192 0.2099 -0.6202  -0.190
H4 3.0569 4.7323 1.4117  0.346
O1 -1.1900 -0.7694 1.4015  -0.606
H5 -6.5980 3.7013 -0.0557  0.400
H6 4.0340 -2.3755 -0.5223  0.623
C10 3.9872 1.6945 0.2570  0.059
H7 -5.7078 -1.1641 0.2966  0.564
H8 -2.3224 -1.4280 -2.1712  0.294
H9 5.3337 4.7342 2.2395  0.416
H10 2.3043 4.2410 -1.6009  0.434
C11 -2.9040 2.3915 -1.1672  -0.528
H11 -1.2224 -2.8146 3.1411  0.370
C12 -4.0946 2.9609 -0.8229  -1.107
H12 -8.3518 2.1723 0.7712  0.420
O2 -2.8623 -2.0189 0.6136  -0.483
C13 3.0727 -2.0254 -0.1338  -0.910
C14 -0.0696 -3.6595 1.5352  1.329
H13 6.8094 2.7845 1.8129  0.398
H14 -3.1590 -1.1928 0.1067  0.318
H15 0.6884 -4.3523 -0.4395  0.108
C15 1.1906 -3.2774 -3.1525  -0.898
C16 5.7911 2.7930 1.4537  -0.797
C17 -2.7508 0.9857 -1.0694  0.752
S1 2.7142 -3.3208 1.1504  -0.271
C18 -5.9110 -0.1079 0.2203  -0.786
H16 4.0746 -0.7579 1.2542  0.651
H17 3.1067 -3.6452 -2.2761  0.439
C19 0.8480 3.8879 0.7306  -2.419
C20 2.1963 -3.0647 -2.2263  -0.456
C21 1.7192 2.8770 -0.0297  1.300
H18 2.3651 -0.3804 1.0822  -0.073
C22 3.1491 2.7874 0.5101  0.707
H19 0.7038 -0.6595 -0.3875  -0.447
C23 1.7909 3.2880 -1.5081  -1.553
H20 -0.7944 -2.7638 -3.7720  0.496
H21 0.9141 3.7256 1.8054  0.450
C24 -7.3836 1.7971 0.4797  -0.676
H22 -0.1877 3.7442 0.4246  0.499
O3 1.0541 1.6219 0.0171  0.225
C25 4.9684 3.8781 1.6916  -0.797
C26 0.8625 -1.3938 -1.1573  1.280
H23 -0.6024 0.9276 -1.2419  0.168
H24 2.3314 2.5431 -2.0843  0.402
H25 2.7263 0.6016 -1.1193  0.145
H26 1.0603 -5.5542 1.7237  0.263
H27 1.2895 -2.8230 2.9633  0.764
H28 -2.0767 2.9851 -1.5245  0.589
H29 0.7867 3.3794 -1.9155  0.295
C27 -1.7814 -1.8232 1.3375  0.893
H30 0.9395 -1.7731 1.5812  -0.281
C28 -6.4101 2.6401 0.0206  -0.701
H31 0.7394 1.4571 0.9137  0.080
C29 -1.4971 0.3483 -1.4167  0.042
H32 -1.1013 -4.4975 -0.2395  0.226
C30 -7.1217 0.4201 0.5784  0.242
C31 2.0351 -2.1285 -1.2056  0.574
C32 3.2601 -0.6685 0.5310  -0.709
C33 5.2931 1.7223 0.7412  -0.690
Cl1 -8.3720 -0.6149 1.1686  -0.216
C34 -1.4173 -0.8978 -1.9013  -1.067
H33 -4.2474 4.0291 -0.8921  0.417
H34 -0.7276 -5.7544 1.9362  0.285
H35 1.3290 -4.0104 -3.9338  0.381
H36 1.1252 4.9131 0.5047  0.474
C35 -0.1663 -1.6156 -2.0716  -0.087

***

3.
A molecular structure, C40H93BrGaIO18P5 at a distorted geometry, computed with ωB97M-V with the def2-TZVPD basis set.

Orbital gap   0.21641 Ha
Energy above the lowest of the compared OMol25 structures with the same formula, charge and spin   0.0 kJ/mol
F_max   5.9 eV Å⁻¹
Total charge   -1
LUMO   0.06089 Ha

Each line ends with the Mulliken charge.
Positions of all 159 atoms, in Å:
H1 1.4120 -5.2793 -1.7662  -0.534
C1 -6.7578 1.0741 1.0620  -0.358
H2 3.0924 -7.1771 -2.1175  0.316
C2 -8.1983 8.3467 12.6994  -0.291
H3 5.3493 3.0668 -10.1859  0.345
H4 -7.5210 0.2953 1.0071  0.353
C3 2.6380 -2.0516 1.5682  -0.125
H5 -9.1084 3.7275 2.6050  0.312
O1 -6.3991 3.8541 1.8477  -0.837
H6 -9.7068 5.1480 3.4832  0.374
C4 3.4596 -0.1455 -6.6085  -0.148
H7 4.0235 -0.2494 -5.6809  0.206
H8 9.4140 -6.5403 -4.2360  0.270
H9 8.3265 -1.5912 -7.4976  0.197
C5 -7.0163 7.9068 13.5383  -1.018
O2 -6.9803 3.2895 4.1419  -0.396
H10 2.9415 -1.4401 -8.2701  0.365
C6 3.3499 -1.5103 -7.2599  -0.965
H11 1.9434 -8.8561 -0.5057  0.414
C7 5.1655 3.6443 -9.2808  -0.305
O3 9.8097 -2.5064 -3.7100  -0.804
H12 -0.5529 0.2745 -8.7763  0.445
P1 -1.6044 -1.8157 3.6897  0.455
O4 10.1939 -4.2063 -5.4072  -0.359
O5 -7.8198 8.5274 11.3370  -0.347
H13 7.8707 -0.1617 -5.0480  0.202
H14 2.6238 -3.0259 2.0551  0.193
H15 -3.7940 0.8137 4.6807  0.338
C8 1.2976 -1.2988 1.7253  -0.490
H16 -7.8213 4.8372 5.1464  -0.157
H17 -0.0707 -6.2133 0.8562  0.212
C9 1.1530 -6.1414 -2.3722  0.652
H18 11.5730 -5.5886 -4.8522  0.328
C10 -8.0576 8.3554 7.7607  -0.275
O6 8.0565 -2.8677 -5.4341  -0.407
C11 0.2028 -4.5131 2.1871  -0.847
H19 -4.6772 0.3444 3.2614  0.179
H20 9.0261 -5.1708 -3.2132  0.271
H21 0.5907 -7.7592 -0.4366  0.403
H22 2.0616 -6.2191 -4.3170  0.433
H23 3.5110 -7.0193 0.1446  0.362
H24 1.7088 -8.1790 -2.6589  0.361
H25 -7.3783 5.2599 8.0273  0.087
H26 6.1481 -2.6744 -4.7891  0.312
H27 11.3982 -4.2694 -3.7101  0.334
H28 0.3199 -5.9623 -4.3830  0.326
H29 -3.1519 2.0135 1.9506  0.345
C12 9.4027 -1.4351 -7.5419  -0.114
O7 -8.3856 8.4272 9.1480  -0.362
I1 0.9430 0.1801 0.1618  -0.150
O8 -4.9486 2.3073 3.9403  -0.251
H30 -0.6845 -4.9902 2.6157  0.543
H31 -5.9375 6.0119 7.3397  0.260
C13 -4.1113 1.1633 3.6979  -0.158
H32 -5.5613 0.2430 -0.5265  0.425
O9 2.1833 2.0795 -7.9265  -0.361
C14 -7.7517 4.4814 4.1141  0.285
H33 6.1392 3.9539 -8.8953  0.337
H34 0.3423 -2.0601 -5.2396  0.210
C15 9.7798 0.0114 -7.2839  -1.065
C16 2.0634 -5.6008 0.7860  -0.367
C17 7.0939 -2.1426 -4.6696  -0.285
H35 -2.3384 0.5931 2.6471  -0.021
C18 4.3227 4.8690 -9.5705  -1.048
O10 -6.4148 7.1193 9.7857  -0.380
H36 4.3366 -1.9693 -7.3438  0.262
H37 -6.2572 8.6904 13.5631  0.269
C19 -6.2921 5.3320 8.1157  -0.788
H38 0.9824 -4.6079 2.9472  0.534
C20 -3.2568 -2.8042 5.7404  -1.117
O11 4.1915 0.7748 -7.4190  -0.203
C21 6.9315 -0.7111 -5.1391  -0.797
C22 -9.1441 4.2167 3.5780  -1.178
H39 4.2758 5.5128 -8.6908  0.278
C23 0.5487 -5.3175 0.8890  0.191
H40 2.7155 -2.1670 -6.6636  0.213
H41 -0.2140 -1.5247 -3.6069  0.331
H42 2.4845 -4.9517 0.0160  0.003
H43 -7.2473 5.2604 3.5423  0.339
H44 -8.1421 9.3768 7.3866  0.372
H45 10.8278 0.1804 -7.5344  0.331
O12 -0.6973 -3.9682 -3.3626  -0.575
P2 9.6599 -2.6894 -5.1712  1.049
H46 -9.0272 7.6455 12.7847  0.332
C24 -2.8879 1.5027 2.8807  -0.823
H47 0.1245 -6.4292 -2.1593  0.279
H48 -2.2298 2.1735 3.4373  0.323
C25 1.2280 -5.6984 -3.8458  -0.862
H49 -4.6609 1.2870 0.5792  0.131
H50 3.9581 -2.9041 0.0731  0.429
C26 -0.3653 -1.1608 4.9292  -1.358
H51 2.4875 0.2490 -6.3199  0.273
H52 0.2407 -4.6879 0.0530  -0.222
C27 -9.0101 7.4669 6.9827  -0.966
H53 -8.5594 9.3139 13.0553  0.331
H54 6.1773 -0.1956 -4.5436  0.425
H55 -5.1159 -0.3415 1.0759  0.247
H56 0.9235 2.0813 -9.5855  0.295
H57 10.3375 -6.2690 -2.7486  0.364
H58 2.3781 -2.4406 -0.5745  0.320
H59 9.6532 0.2738 -6.2324  0.300
C28 0.5239 -2.0915 -4.1646  -0.943
H60 -9.0845 6.4747 7.4309  0.280
O13 -8.2969 6.1547 11.0916  -0.807
H61 -2.6490 -2.5467 6.6082  0.276
C29 0.9121 1.8336 -8.5226  -0.372
H62 -9.6873 3.5497 4.2500  0.312
H63 4.7454 5.4415 -10.3978  0.368
H64 3.3937 -1.4517 2.0913  0.400
C30 0.3630 -3.5460 -3.7772  0.749
H65 3.5954 -1.2118 -0.1804  0.521
O14 -6.6781 1.4529 2.4355  -0.365
C31 -2.3824 -3.2617 4.5656  -0.628
C32 -5.4489 0.5343 0.5184  -0.870
H66 0.2153 2.5240 -8.0452  0.376
H67 0.1224 -0.2635 4.5570  0.317
H68 -10.0129 7.8957 6.9810  0.360
H69 -7.1103 1.9049 0.4472  0.295
H70 -3.8190 -1.9123 5.4614  0.123
H71 3.2974 4.5968 -9.8203  0.270
C33 10.8432 -4.9366 -4.3679  -0.290
C34 -5.8973 5.8208 9.4934  -0.515
O15 10.0945 -2.3417 -6.6855  -0.347
H72 -4.8112 5.9060 9.5516  0.341
H73 0.3418 0.1720 -7.2588  0.158
H74 -5.8680 4.3474 7.9183  0.525
H75 1.1181 -0.3038 -8.7715  0.156
H76 9.7029 -1.7029 -8.5562  0.351
H77 1.5147 -1.7210 -3.9060  0.273
H78 -1.5668 -3.8807 4.9605  0.374
H79 1.3341 -0.7029 2.6323  0.481
P3 3.5706 1.6051 -8.6495  0.985
H80 -3.9301 -3.6119 6.0341  0.407
H81 -6.5421 7.0177 13.1231  0.275
H82 -8.6782 7.3647 5.9491  0.303
P4 -6.0127 2.8741 2.8906  1.011
H83 2.4684 -7.6440 1.4256  0.334
H84 -7.3279 7.6926 14.5619  0.363
H85 0.4123 -1.9227 5.0645  0.361
H86 -0.8103 -1.0031 5.9109  0.408
H87 6.6199 -0.6715 -6.1848  0.113
O16 3.3499 1.7894 -10.1027  -0.812
H88 7.3344 -2.1671 -3.6059  0.306
H89 -6.1976 5.0975 10.2530  0.302
O17 4.5642 2.8363 -8.2721  -0.328
P5 -7.9681 7.3269 10.2491  1.083
C35 2.4781 -7.0590 0.5038  -1.240
Ga1 -0.3228 -2.5868 1.8391  -0.559
H90 -7.0184 8.0683 7.6139  0.264
C36 1.6699 -7.7968 -0.5707  -0.793
C37 2.0216 -7.3531 -2.0121  -0.720
H91 9.1687 0.6791 -7.8918  0.341
O18 1.4867 -4.2858 -3.9008  -0.281
Br1 -1.7221 -2.3237 -0.1093  -0.481
H92 -2.9256 -3.8945 3.8657  0.447
C38 0.4277 0.4118 -8.3196  -0.802
C39 3.1604 -2.1578 0.1319  -1.655
C40 9.8501 -5.7757 -3.5909  -1.015
H93 2.5311 -5.3017 1.7250  0.651

***

4.
A molecular structure, C29H25N9PPtSSe at a distorted geometry, computed with ωB97M-V with the def2-TZVPD basis set.

Orbital gap   0.21102 Ha
F_max   5.2 eV Å⁻¹
Total charge   +3
LUMO   -0.40561 Ha

Each line ends with the Mulliken charge.
Positions of all 67 atoms, in Å:
H1 -1.6819 -0.5707 5.3861  0.225
S1 -0.6645 -0.9198 2.8647  -0.275
C1 2.1662 1.3177 -1.3052  0.671
H2 -3.8343 -1.7954 2.6711  0.465
C2 1.4347 -3.7580 -1.1480  -1.147
C3 -1.5455 2.7279 -0.3884  0.924
C4 -1.8781 2.6553 1.0103  -0.683
P1 1.5150 0.1079 -0.1287  1.029
H3 3.3792 -0.1804 4.4796  0.476
N1 -2.6450 -0.8840 -1.4316  -0.236
N2 -4.8374 -1.7149 -2.3545  -0.745
H4 5.7132 -0.1861 3.6962  0.441
N3 -0.1744 -2.3915 -0.0451  0.149
C5 -0.5158 -4.7445 -0.1757  -1.012
H5 -0.5857 2.6740 -4.0847  0.510
C6 2.5244 2.5702 -0.7909  -0.709
C7 -1.1675 3.9337 -2.4310  -0.532
C8 -0.8876 1.5673 -2.2756  -0.267
H6 2.9715 1.8341 -4.5519  0.483
N4 -3.2117 -1.2900 0.7888  -0.224
H7 -2.2001 3.5499 1.5368  0.464
C9 2.3031 1.0643 -2.6708  -0.566
H8 6.2111 0.0159 1.2839  0.447
C10 -5.3233 -2.3476 1.2046  -0.890
H9 2.3706 -3.8316 -1.6780  0.498
C11 -4.0937 -1.7979 1.6220  -0.234
H10 -2.5922 0.9028 5.3068  0.268
C12 3.0559 3.5356 -1.6240  -0.801
Pt1 -0.9834 -0.2858 0.3736  2.437
H11 2.5845 -1.5129 -1.4586  0.390
C13 -1.5312 3.9367 -1.0957  -1.015
C14 2.8430 2.0344 -3.4976  -0.865
H12 2.0054 0.1129 -3.0878  0.448
C15 -0.8949 -3.4810 0.2227  -0.073
H13 1.5391 -0.0178 2.8454  0.027
C16 3.2308 3.2637 -2.9765  -0.503
H14 2.4097 2.7676 0.2642  0.510
C17 0.6736 -4.8784 -0.8887  -0.389
C18 5.1870 0.0026 1.6290  -0.741
N5 -2.0447 1.3929 2.8897  -1.760
C19 -3.5102 -1.3189 -0.5154  0.387
H15 -1.8070 -3.3302 0.7802  0.400
N6 1.7200 -1.3686 -0.9429  0.171
C20 4.9102 -0.1037 2.9783  -0.574
C21 2.8487 0.0626 1.1464  0.823
C22 -5.6873 -2.3400 -0.1194  -0.541
C23 2.5713 -0.0245 2.4978  -0.096
H16 -1.7841 4.8550 -0.5916  0.533
C24 3.5967 -0.1144 3.4251  -0.796
C25 0.9872 -2.5071 -0.6981  0.448
H17 -0.6648 0.5988 -2.7130  0.771
N7 -2.0456 0.1920 4.8335  -0.361
Se1 -3.4080 -1.0489 -3.0287  0.431
H18 -6.6421 -2.7110 -0.4625  0.522
H19 3.6842 3.9998 -3.6196  0.492
H20 0.9964 -5.8530 -1.2220  0.471
H21 -1.1282 -5.6025 0.0529  0.481
C26 -1.6822 0.3466 3.5726  0.746
C27 -4.7564 -1.8130 -1.0371  0.582
N8 -1.2134 1.5754 -0.9948  0.033
H22 -1.1403 4.8579 -2.9878  0.508
H23 -5.9730 -2.7725 1.9515  0.462
H24 4.3956 0.1971 -0.3523  0.435
H25 3.3479 4.4945 -1.2261  0.511
N9 -1.7658 1.5259 1.6248  0.901
C28 -0.8480 2.7272 -3.0394  -1.135
C29 4.1702 0.0934 0.6980  -0.801